Computed, not measured: a molecular structure, C5H6N2O, with ωB97M-V/def2-TZVPD.

As for the HOMO-LUMO gap: 9.5 eV. The spin multiplicity is 1. The calculation puts the largest force on an atom at 0.150 hartree/bohr. The HOMO energy is -0.366 Ha. The LUMO energy is -0.017 hartree. The energy relative to the best compared isomer or geometry (same formula, charge and spin) is 651.3 kJ/mol.

Last column: Mulliken charge in e.
Geometry (Å):
C1 -1.732407 1.307218 -0.205650  -0.97
C2 -0.354992 0.516217 0.348419  0.97
C3 0.622052 1.178656 1.178094  -0.71
C4 1.052053 -1.326016 -0.581893  -0.16
C5 -0.356693 -0.960063 0.129933  0.37
H1 -2.240002 2.491852 0.512300  0.27
H2 -2.590088 0.330988 0.127827  0.26
H3 -1.695226 1.355231 -1.299874  0.30
H4 1.248670 0.754252 1.968738  0.27
H5 0.748078 2.411250 1.356695  0.22
H6 1.510722 -2.192085 -0.880177  0.48
N1 0.787056 0.964628 -0.277040  -0.29
N2 1.762912 -0.235432 -0.591842  -0.46
O1 -1.276501 -1.818991 -0.114592  -0.55

Forces on the atoms, in the same order (eV/Å):
-2.61 -2.37 4.40
-5.08 1.19 -0.89
2.60 4.62 0.93
-0.84 6.36 3.11
-2.15 -6.09 -4.22
2.18 -3.95 -2.50
2.19 3.38 -1.27
-0.03 0.44 0.48
-0.22 -0.79 -0.78
-1.50 -3.38 -0.32
0.48 -2.38 -0.44
4.51 -1.10 -0.39
-2.35 -0.11 -0.35
2.82 4.18 2.25